Record 1
The following is a quantum chemistry calculation of AlH4INOZr as an isolated structure at a distorted geometry, from the OMol25 dataset.

```
9
Properties=species:S:1:pos:R:3
N -1.263 -0.967 -0.686
Al 0.274 0.114 -0.448
O 1.303 -1.194 -0.414
I 0.114 1.552 1.946
H -1.454 -1.837 -0.165
H -1.604 -1.132 -1.650
H 0.500 1.252 -1.513
H 1.485 -1.819 0.309
Zr 0.644 4.031 2.622
```

Output
Calculated total energy = -19541.051 eV
LUMO energy = -17.40 eV
Charge = +3
Multiplicity = 1


Record 2
The following is a quantum chemistry calculation of C27H51N2OP3SeTi as an isolated structure at a distorted geometry, from the OMol25 dataset.

```
86
Properties=species:S:1:pos:R:3
Ti -0.123 -0.786 -0.728
P -1.635 -2.580 -0.497
P 2.020 -0.994 0.994
P 1.553 -1.607 -2.380
H -3.006 0.473 -3.112
C -2.082 -0.100 -3.152
C -1.088 0.229 -2.226
H -1.558 0.748 -1.381
C -3.269 -1.894 0.046
C -1.310 -3.876 0.760
C -2.067 -3.557 -1.972
C 3.395 0.181 0.729
C 1.723 -0.670 2.774
C 2.817 -2.637 1.024
C 0.991 -1.340 -4.098
C 1.765 -3.447 -2.358
C 3.289 -1.062 -2.564
H -1.928 -0.660 -4.056
H 0.013 0.487 -2.405
H -3.610 -1.040 -0.567
H -3.227 -1.563 1.094
H -4.003 -2.710 -0.028
H -1.447 -3.494 1.783
H -0.274 -4.242 0.673
H -1.976 -4.746 0.640
H -3.012 -3.160 -2.367
H -2.233 -4.592 -1.647
H -1.322 -3.536 -2.778
H 4.218 -0.040 1.419
H 2.969 1.164 0.955
H 3.750 0.177 -0.305
H 2.579 -1.006 3.368
H 0.823 -1.202 3.101
H 1.575 0.407 2.936
H 3.461 -2.708 1.901
H 3.411 -2.802 0.123
H 2.037 -3.400 1.092
H 1.627 -1.982 -4.712
H 1.165 -0.297 -4.372
H -0.058 -1.590 -4.251
H 2.360 -3.694 -3.247
H 0.777 -3.933 -2.405
H 2.304 -3.747 -1.448
H 3.717 -1.562 -3.444
H 3.870 -1.322 -1.678
H 3.308 0.020 -2.720
C 1.536 3.302 -4.436
C 0.174 3.298 -4.852
C -0.098 3.258 -6.223
C 0.929 3.160 -7.174
C 2.231 3.073 -6.744
C 2.547 3.162 -5.387
Se 1.959 3.361 -2.608
H 2.666 2.080 -2.708
H -0.605 3.404 -4.108
H -1.153 3.302 -6.553
H 0.655 3.157 -8.216
H 3.078 2.962 -7.441
H 3.602 3.130 -5.060
C -3.439 -0.157 6.405
C -2.159 0.650 6.502
N -1.890 1.353 5.235
C -1.018 2.515 5.411
C 0.468 2.241 5.507
C -1.705 0.551 4.126
O -1.669 -0.703 4.204
C -1.526 1.230 2.806
C -1.948 2.531 2.496
C -1.604 3.044 1.240
C -0.875 2.229 0.375
N -0.688 0.898 0.600
C -1.078 0.405 1.801
H -4.249 0.446 5.981
H -3.739 -0.497 7.397
H -3.250 -1.025 5.775
H -2.227 1.415 7.283
H -1.317 -0.032 6.724
H -1.171 3.242 4.606
H -1.360 2.988 6.335
H 0.937 3.145 5.907
H 0.942 2.036 4.543
H 0.689 1.419 6.199
H -2.604 3.093 3.178
H -1.902 4.046 0.930
H -0.460 2.660 -0.550
H -0.969 -0.682 1.984
```

Output
Calculated total energy = -150155.340 eV
LUMO energy (alpha / beta) = -10.75 / -10.62 eV
Charge = +3
Multiplicity = 2


Record 3
The following is a quantum chemistry calculation of a 2-piece molecular cluster, C16H11Cl4O6S overall at a distorted geometry, from the OMol25 dataset.

```
38
Properties=species:S:1:pos:R:3
Cl 2.208 1.330 2.216
C 0.753 2.181 2.483
C 0.740 3.499 2.828
Cl 2.174 4.373 3.113
C -0.528 4.264 2.994
O -0.554 5.474 3.207
C -1.776 3.457 2.853
Cl -3.236 4.261 3.221
C -1.748 2.153 2.452
Cl -3.174 1.281 2.109
C -0.482 1.366 2.442
O -0.480 0.141 2.582
C 1.861 -3.774 2.197
C 2.206 -2.448 1.581
O 0.994 -1.877 1.048
C 1.228 -0.915 0.112
C 0.030 -0.094 0.016
S -0.195 0.962 -1.296
C -0.655 -0.111 -2.673
C 0.330 -0.631 -3.519
C -0.046 -1.343 -4.661
C -1.400 -1.552 -4.943
C -2.371 -1.156 -4.017
C -2.000 -0.438 -2.878
O -1.384 1.728 -0.985
O 1.029 1.599 -1.693
O 2.275 -0.804 -0.517
H 2.760 -4.228 2.608
H 1.125 -3.652 2.996
H 1.454 -4.456 1.441
H 2.589 -1.747 2.333
H 2.933 -2.566 0.773
H -0.894 -0.505 0.392
H 1.381 -0.484 -3.283
H 0.724 -1.726 -5.333
H -1.700 -2.044 -5.870
H -3.423 -1.391 -4.178
H -2.747 -0.128 -2.151
```

Output
Calculated total energy = -89980.086 eV
LUMO energy = 0.53 eV
Charge = -1
Multiplicity = 1


Record 4
The following is a quantum chemistry calculation of CH4NO3Sn2 as an isolated structure at a distorted geometry, from the OMol25 dataset.

```
11
Properties=species:S:1:pos:R:3
Sn -3.885 1.696 -3.144
Sn 2.600 2.568 -7.399
O -0.105 -0.450 -4.782
H -0.066 -0.991 -3.969
C 0.127 -0.218 3.358
N 0.339 -0.571 1.950
O -0.557 -0.379 1.171
O 1.386 -1.201 1.677
H -0.808 -0.655 3.708
H 0.149 0.872 3.366
H 0.820 -0.672 4.065
```

Output
Calculated total energy = -20352.954 eV
LUMO energy = -14.65 eV
Charge = +3
Multiplicity = 1


Record 5
The following is a quantum chemistry calculation of a 5-piece molecular cluster, C2H12O5 overall, from the OMol25 dataset.

```
19
Properties=species:S:1:pos:R:3
C 3.435 -0.541 -0.852
C 2.359 -0.187 -0.158
O 2.171 1.067 0.360
H 3.510 -1.511 -1.317
H 4.318 0.091 -0.878
H 1.525 -0.865 -0.047
H 3.008 1.553 0.274
H -2.693 1.440 3.034
H -3.126 0.294 2.151
O -2.713 0.477 3.007
H -0.952 -1.415 0.018
H -0.598 -2.616 0.902
O -0.814 -2.378 -0.010
H -3.231 1.035 -0.386
H -2.594 -0.181 -1.073
O -3.156 0.076 -0.335
H 0.554 1.384 -1.241
H -0.821 1.447 -1.910
O -0.181 0.832 -1.535
```

Output
Calculated total energy = -12505.188 eV
SMILES = C=CO.O.O.O.O
LUMO energy = 0.21 eV
Charge = 0
Multiplicity = 1


Record 6
The following is a quantum chemistry calculation of C3H4O3V as an isolated structure at a distorted geometry, from the OMol25 dataset.

```
11
Properties=species:S:1:pos:R:3
H -2.247 2.028 0.826
O 0.240 0.759 0.563
V 1.962 0.212 0.437
C -0.689 1.091 -0.182
C -2.095 1.105 0.237
H -0.460 1.322 -1.237
H -2.727 1.066 -0.664
H -2.307 0.213 0.848
O 2.733 -1.476 0.017
C 2.820 -2.602 -0.293
O 2.770 -3.718 -0.552
```

Output
Calculated total energy = -34986.249 eV
LUMO energy (alpha / beta) = -10.60 / -10.22 eV
Charge = +2
Multiplicity = 4


Which of these has the highest calculated total energy?
C2H12O5